Entry 1:
Here is C22H24N4O5 in the gas phase from OMol25. Energies are from ωB97M-V/def2-TZVPD.

The value obtained for the frontier orbital gap is 0.31873 hartree. The calculation puts the max |F| at 1.69 eV/A. The spin multiplicity is 1. For the energy relative to the best compared isomer or geometry (same formula, charge and spin), the calculation gives 49.4 kcal per mole. The calculation puts the highest occupied orbital energy at -7.86 eV.

Positions of all 55 atoms, in Å:
H  -2.4867  -1.2680  1.8279
H  -1.7040  3.3717  1.6522
H  -2.1046  -3.6024  1.3663
H  2.2951  -0.9867  0.3156
C  2.9263  -0.1149  -3.8458
C  0.3634  1.6477  1.8022
H  3.1211  2.6827  -0.7076
C  -3.2705  -1.0967  1.0873
H  5.7464  0.5717  0.6810
O  3.8537  0.8929  1.2372
N  -1.6666  -2.9845  -1.7714
H  -1.7677  1.9613  -1.0603
H  0.3007  0.5020  4.2889
H  4.6381  0.8661  -0.6829
N  0.2634  -1.7740  -2.1786
H  -3.1217  2.9260  -0.4287
C  0.0852  2.5849  0.7940
O  3.2392  -0.1038  -2.5228
H  -4.4870  -2.8794  0.9876
C  1.6362  1.1172  1.9117
C  -1.2793  3.2012  0.6606
C  -3.6692  -2.4208  0.4303
H  -1.4239  0.1391  4.0636
H  -1.1877  4.1638  0.1548
H  5.1749  2.2249  0.3489
N  -1.4339  -2.9182  -0.4512
C  -0.3556  -2.2901  0.1330
H  1.8884  0.3985  2.6730
H  -4.0062  -2.2240  -0.5896
C  1.7400  -0.7320  -4.1115
H  -2.8574  -4.3594  -0.0711
H  -4.1307  -0.6602  1.5989
C  2.2198  -0.7332  -1.9044
C  2.6454  1.4871  1.0215
C  4.9008  1.1650  0.3362
C  1.8038  -1.1179  -0.6239
H  3.6322  0.3507  -4.5050
N  -2.6848  1.1746  0.6015
C  0.5862  -1.7455  -0.8193
C  -0.4706  0.2645  3.5503
C  -2.2442  2.3277  -0.1473
H  -2.8085  1.3074  1.5929
C  -2.5135  -3.4213  0.3699
C  1.0946  2.9235  -0.0863
C  -2.7527  -0.0676  0.0863
H  -1.0855  -2.4715  -3.6416
H  0.8827  3.6340  -0.8725
O  -2.4716  -0.3193  -1.0698
O  -0.2309  -2.2300  1.3486
H  -0.2090  -0.6580  3.0237
C  2.3695  2.3892  0.0064
C  1.2628  -1.1417  -2.8440
H  1.2874  -0.8616  -5.0725
C  -0.8700  -2.4220  -2.5874
O  -0.6636  1.3293  2.6429

---

Entry 2:
Here is a molecular structure, C22H24N9O4RbS from OMol25. Energies are from ωB97M-V/def2-TZVPD.

The value obtained for the frontier orbital gap is 0.11594 hartree. The calculation puts the max |F| at 4.01 eV/A. The spin multiplicity is 1. The charge is -2. For the energy relative to the best compared isomer or geometry (same formula, charge and spin), the calculation gives 48.6 kcal per mole. The calculation puts the highest occupied orbital energy at -0.28 eV.

Positions of all 61 atoms, in Å:
H  6.0887  -0.1673  -0.8867
O  2.3537  0.0925  3.8732
C  -4.5171  -3.1321  0.3342
H  2.3738  5.9963  -0.9018
O  -0.4173  -0.7510  3.4117
C  -2.0484  -1.5544  -0.2283
C  5.0222  3.0138  -1.2463
C  -5.3743  -2.1807  -1.7180
C  3.7202  2.8401  -0.7290
N  -8.6342  -5.4775  -0.5184
H  -4.0113  0.2374  -2.0118
O  0.2644  -1.6468  5.3627
H  2.0871  -1.2267  -0.7591
H  -7.2234  -2.9751  -2.4213
N  -1.2124  -0.5879  -0.5132
N  2.5678  -1.8747  1.5025
C  -0.5246  4.7357  -0.0636
H  3.4405  -3.3464  0.3345
H  -1.4569  1.1725  -1.6704
C  -3.1780  -0.1880  -1.4913
C  3.1874  5.3117  -1.1366
H  5.3408  3.9786  -1.6101
H  0.4443  -2.8110  0.2472
H  -2.2362  5.7528  -0.4579
C  2.4726  -3.1429  0.8082
H  4.0780  5.6308  -0.5964
C  5.4488  0.7024  -0.8479
N  1.5312  3.6401  -0.4180
H  0.8890  -1.7295  -1.7223
N  1.7396  -2.0412  -1.2634
C  -1.9093  0.2769  -1.2946
C  -5.5970  -3.9686  0.4026
Rb  0.7772  1.1529  1.9431
N  -1.5862  5.1108  -0.8845
H  -1.8039  -2.4049  0.3741
C  1.3417  0.3536  4.5283
H  -5.2776  -1.4977  -2.5498
H  2.2314  -3.9937  1.4721
H  1.2849  -4.0098  -0.7808
C  -7.7074  -4.7781  -0.5412
S  -0.7709  4.8495  1.6018
H  1.6729  -1.6433  1.9290
H  3.2368  -1.9130  2.2643
C  -4.3753  -2.2178  -0.7274
N  0.5933  4.5009  -0.6818
H  -1.3250  5.3406  -1.8323
H  3.7847  -0.3117  0.0655
C  -6.6056  -3.9358  -0.5921
C  5.8810  1.9395  -1.3080
C  1.3882  -3.0449  -0.2650
C  2.7641  3.9156  -0.7284
H  -3.7743  -3.1549  1.1165
N  -3.2696  -1.3725  -0.8013
O  0.9914  1.3529  5.1410
C  -6.4603  -3.0100  -1.6543
N  3.3248  1.6377  -0.2763
H  -5.6976  -4.6655  1.2237
C  0.2465  -0.8386  4.4470
C  4.1614  0.6230  -0.3303
H  3.3851  5.3737  -2.2082
H  6.8789  2.0614  -1.7154

---

Entry 3:
Here is a molecular structure, C22H24NO5PS2SiZn from OMol25. Energies are from ωB97M-V/def2-TZVPD.

The value obtained for the frontier orbital gap is 0.27138 hartree. The calculation puts the max |F| at 0.75 eV/A. The spin multiplicity is 1. For the energy relative to the best compared isomer or geometry (same formula, charge and spin), the calculation gives 7.4 kcal per mole. The calculation puts the highest occupied orbital energy at -8.33 eV.

Positions of all 57 atoms, in Å:
H  -6.2250  4.8493  5.0976
H  -4.0702  -1.5768  1.0500
C  -4.5055  4.7149  2.1866
H  -0.7717  -1.0253  4.5820
C  1.5756  1.1628  -1.5014
S  -3.0515  1.9835  0.0085
C  -4.5449  3.5713  4.7170
C  -3.9207  -1.1748  2.0568
C  -1.8685  -3.3020  2.6516
H  -2.5893  -3.7151  3.3634
H  -2.8599  4.4524  -1.3042
H  -0.8725  -3.5813  3.0123
S  -0.6684  2.5447  2.2842
P  -2.2669  3.2976  1.3298
H  -4.4899  5.1551  1.1975
N  0.7746  0.2410  -0.9356
C  -5.4851  4.5314  4.3735
H  -0.0062  -3.5321  0.5507
H  -2.2773  6.6479  -2.3257
Si  -2.1253  -1.4242  2.5488
C  2.2754  -1.4470  -1.7539
O  -1.1167  -0.7870  1.4618
H  -0.9506  8.2846  -1.0415
H  -4.6151  -1.6817  2.7327
C  -3.5466  3.7662  2.5393
H  -4.1852  -0.1148  2.0261
C  -1.7717  -0.7233  4.2564
H  -2.8386  2.4371  4.0630
C  -1.9632  6.4148  -1.3160
C  1.1191  -1.0483  -1.0944
H  -4.5634  3.1262  5.7042
H  -1.7917  0.3694  4.2367
H  2.6633  3.2514  -2.2663
O  0.6943  -2.9740  0.1747
H  -0.8312  5.5806  2.2820
C  0.1446  -2.1217  -0.6798
H  -2.0629  -3.7996  1.6927
O  1.8369  3.5669  -1.8884
C  -0.8200  7.0463  0.7055
C  3.1000  -0.4928  -2.2946
C  2.7373  0.8353  -2.1774
H  2.4987  -2.5010  -1.8495
H  4.0007  -0.7728  -2.8243
H  -2.4901  -1.0667  5.0078
O  -0.9009  -2.2419  -1.2544
C  -5.4730  5.0941  3.1037
C  -1.8917  4.9023  0.5468
O  0.0341  2.8106  -0.8845
C  -2.2989  5.1938  -0.7480
C  -1.2198  7.3366  -0.5924
C  -1.1537  5.8280  1.2775
H  -6.2161  5.8339  2.8324
Zn  -1.0270  0.7806  0.5076
H  3.3612  1.5922  -2.6330
C  1.0894  2.5770  -1.3867
H  -0.2465  7.7695  1.2721
C  -3.5772  3.1836  3.8004

---

Q: Among the records above, which one has the highest frontier orbital gap?
A: C22H24N4O5